{
  "formula": "C23H72N6O13",
  "method": "the ωB97M-V functional and the def2-TZVPD basis",
  "e_above_lowest_kcal_mol": 35.7,
  "multiplicity": 1,
  "total_charge": 0,
  "elements": ["C", "O", "N", "N", "H", "H", "H", "H", "C", "O", "N", "N", "H", "H", "H", "H", "C", "O", "N", "N", "H", "H", "H", "H", "C", "C", "O", "H", "H", "H", "H", "H", "H", "C", "C", "O", "H", "H", "H", "H", "H", "H", "C", "C", "O", "H", "H", "H", "H", "H", "H", "C", "C", "O", "H", "H", "H", "H", "H", "H", "C", "C", "O", "H", "H", "H", "H", "H", "H", "C", "C", "O", "H", "H", "H", "H", "H", "H", "C", "C", "O", "H", "H", "H", "H", "H", "H", "C", "C", "O", "H", "H", "H", "H", "H", "H", "C", "C", "O", "H", "H", "H", "H", "H", "H", "C", "C", "O", "H", "H", "H", "H", "H", "H"],
  "xyz": [[1.32323, 4.15252, 2.64407], [0.66553, 5.07273, 3.06260], [2.08420, 4.24170, 1.58322], [1.32009, 2.92233, 3.10262], [2.18717, 5.15721, 1.16930], [2.53779, 3.42701, 1.19511], [1.70122, 2.13525, 2.59730], [0.65900, 2.69661, 3.83207], [2.94569, -3.00518, 2.41263], [2.96663, -4.15928, 2.65363], [1.85168, -2.35745, 2.06965], [3.93559, -2.13701, 2.45610], [0.94099, -2.79275, 2.10500], [1.95081, -1.39004, 1.79692], [3.85527, -1.20186, 2.08307], [4.84087, -2.38058, 2.83193], [3.92093, 2.82102, -1.43188], [3.51514, 2.25543, -0.40047], [3.39684, 2.62747, -2.54559], [4.66849, 3.88024, -1.39576], [3.73031, 3.28768, -3.23335], [2.55084, 2.07754, -2.59003], [4.72503, 4.33963, -2.29346], [4.74961, 4.43985, -0.55889], [3.67901, -3.07090, -1.90316], [2.16642, -3.11430, -1.80213], [1.54503, -1.92029, -2.14853], [4.05605, -2.12306, -1.51905], [3.79036, -3.07397, -2.98746], [4.07741, -3.98319, -1.45920], [1.70088, -3.40064, -0.85905], [1.80311, -3.82755, -2.54198], [0.59707, -2.06973, -2.12312], [-4.44119, 0.15329, 0.11124], [-5.52304, 1.12012, 0.18666], [-5.03183, 2.25015, 0.86541], [-4.61222, -0.35068, -0.84000], [-4.70992, -0.58785, 0.86398], [-3.44490, 0.59002, 0.18014], [-6.37235, 0.82420, 0.80244], [-5.82588, 1.29909, -0.84501], [-5.76871, 2.66711, 1.31791], [-2.19234, -1.96315, 3.70364], [-3.06312, -1.62216, 4.87981], [-2.35862, -2.03626, 6.01835], [-2.18437, -3.04495, 3.57042], [-1.16554, -1.60892, 3.79474], [-2.45528, -1.44689, 2.78036], [-4.00626, -2.16766, 4.84790], [-3.32203, -0.56339, 4.88782], [-2.23458, -1.24348, 6.54533], [-0.50464, -0.58200, 0.82573], [0.42421, 0.35260, 0.02814], [1.56395, 0.69173, 0.71346], [-0.29481, -1.65117, 0.79507], [-1.52449, -0.50153, 0.44952], [-0.60536, -0.17512, 1.83192], [-0.09378, 1.28018, -0.21558], [0.66174, -0.02407, -0.96675], [2.20834, 1.07855, 0.11619], [6.37843, 1.98214, 2.68112], [5.36979, 0.87457, 2.62913], [4.93947, 0.51087, 1.33174], [6.65568, 2.10207, 3.72842], [5.98087, 2.93928, 2.34358], [7.20588, 1.75414, 2.00923], [4.47587, 1.21866, 3.14936], [5.72268, 0.03456, 3.22741], [4.51541, 1.27547, 0.93532], [-2.59694, 2.15101, 3.33446], [-1.97206, 3.20577, 2.44533], [-3.14599, 3.89493, 1.98985], [-1.74441, 1.64601, 3.78865], [-3.19373, 1.36800, 2.86667], [-3.11905, 2.50984, 4.22145], [-1.27784, 2.83204, 1.69268], [-1.47970, 3.88931, 3.13703], [-3.73549, 3.29080, 1.53256], [3.19052, -0.15042, -4.84643], [1.66005, -0.11753, -4.89581], [1.18257, 0.26387, -3.64800], [3.51387, -0.84128, -4.06780], [3.69843, 0.80716, -4.73163], [3.56343, -0.44504, -5.82737], [1.32198, -1.08469, -5.26784], [1.14800, 0.60074, -5.53611], [1.36204, -0.46179, -3.04566], [-0.60517, -2.69337, -4.53412], [-1.58938, -3.17966, -3.45237], [-1.01128, -2.91085, -2.16127], [-1.06247, -3.01186, -5.47089], [0.40390, -3.10491, -4.51153], [-0.61348, -1.60694, -4.44637], [-1.80496, -4.23227, -3.63581], [-2.62282, -2.85715, -3.57917], [-1.57407, -3.13698, -1.41714], [-4.50654, -4.13556, 0.05920], [-3.34191, -3.22254, -0.11306], [-2.29345, -4.10785, -0.05154], [-4.61759, -4.56226, 1.05604], [-4.48931, -4.90082, -0.71681], [-5.44249, -3.60478, -0.11509], [-3.20251, -2.54403, 0.72853], [-3.40835, -2.65142, -1.03908], [-1.85000, -4.18600, 0.79630], [-2.67436, 3.09345, -2.22601], [-3.35856, 1.97866, -3.04711], [-4.37919, 2.53316, -3.93330], [-2.35171, 3.87064, -2.91882], [-1.81683, 2.65226, -1.71800], [-3.42982, 3.54936, -1.58606], [-3.81558, 1.15612, -2.49698], [-2.60122, 1.57425, -3.71866], [-5.12193, 1.92667, -3.97921]],
  "forces_ev_per_a": [[-0.920, 0.598, -0.221], [-0.687, 1.186, 1.127], [2.246, 1.053, -2.924], [-0.729, -3.215, 2.438], [-0.011, -0.393, -0.045], [0.086, 0.376, -0.252], [-0.126, 0.176, -0.105], [0.183, 0.104, -0.139], [-0.467, 1.237, -0.172], [0.596, -3.873, 1.060], [-3.303, 1.512, -1.133], [3.666, 1.517, 0.519], [0.494, 0.078, -0.097], [-0.685, -0.092, 0.004], [0.132, -0.133, -0.001], [-0.308, -0.238, -0.311], [-1.579, -0.098, 5.905], [0.484, -0.709, 0.784], [-1.958, -1.517, -5.797], [3.208, 3.064, 0.100], [-1.125, -0.831, -0.760], [0.145, -0.255, -0.760], [0.502, 0.627, 0.724], [0.206, -0.377, -0.163], [-1.340, 0.368, -0.509], [-0.886, -1.253, 0.189], [0.560, 1.935, -0.416], [0.286, -0.303, 0.342], [0.845, -0.049, -0.015], [0.318, 0.340, 0.012], [0.729, -0.352, 0.466], [0.128, -0.672, 0.070], [-0.666, -0.343, 0.083], [-0.217, -2.269, -0.124], [-0.999, 1.455, 0.175], [-0.100, 1.052, 0.066], [0.722, -0.330, -0.103], [1.121, -0.244, 0.294], [-0.175, -0.137, 0.081], [-0.224, -0.753, -0.538], [-0.512, 0.855, 0.060], [0.043, 0.283, 0.006], [0.281, 0.230, -1.063], [-0.068, -0.068, -0.679], [0.040, 0.412, 1.093], [0.135, -0.004, -0.190], [0.104, -0.173, 0.707], [-0.739, -0.257, -0.197], [-0.130, -0.073, -0.177], [0.148, 0.166, 0.151], [0.209, -0.231, 0.330], [-0.356, 0.882, -0.408], [-1.565, -0.118, -1.239], [1.167, -0.471, 1.716], [0.485, 0.193, 0.140], [-0.028, 0.103, -0.393], [0.349, -0.341, 0.274], [-0.671, 0.216, 0.240], [0.065, -0.570, 0.121], [0.439, 0.245, -0.307], [0.160, 0.206, -0.321], [-1.149, 0.678, 0.445], [0.682, -0.841, 0.185], [0.477, 0.084, -0.121], [-0.262, 0.014, -0.020], [0.343, -0.056, 0.376], [-0.164, 0.071, 0.474], [0.090, -0.412, -0.614], [-0.198, 0.276, -0.394], [1.837, -1.554, 0.973], [-2.851, 0.282, 1.467], [0.944, 1.348, -0.859], [0.231, -0.716, 0.213], [-0.072, 0.223, -0.374], [-0.269, 0.612, -0.442], [-0.173, 0.005, -0.247], [0.348, 0.185, -0.549], [0.232, -0.332, -0.180], [-0.075, 0.358, -1.334], [0.663, 0.614, -0.391], [-0.902, 0.408, 0.870], [0.040, 0.001, -0.121], [-0.415, 0.226, 0.551], [0.115, -0.622, -0.016], [-0.159, -0.275, 0.429], [0.805, 0.198, -0.663], [0.299, -0.444, 0.502], [-1.715, 0.159, 0.422], [0.813, -1.065, 0.015], [-0.056, 0.415, -1.209], [0.137, 0.310, -0.282], [-0.165, -0.037, 0.494], [0.405, 0.010, -0.377], [0.758, -0.685, 0.546], [0.110, 1.341, 0.123], [-0.016, -0.584, 0.072], [-2.328, 0.683, -0.423], [-1.147, -0.046, 2.018], [3.070, -1.171, -1.218], [0.467, -0.138, -0.083], [0.232, -0.185, 0.232], [-0.292, 0.178, 0.011], [-0.548, 0.536, -0.162], [0.354, -0.108, -0.162], [-0.231, 0.355, 0.082], [-1.293, -0.727, -0.744], [0.010, 0.680, -1.228], [0.370, 0.149, 0.661], [0.185, -0.105, -0.023], [-0.107, 0.279, 0.295], [0.373, -0.053, 0.465], [0.271, 0.149, 0.458], [0.139, -0.391, 0.114], [0.080, -0.013, 0.029]],
  "mulliken_charge": [0.605, -0.699, -0.283, -0.281, 0.181, 0.129, 0.054, 0.213, 0.557, -0.691, -0.002, -0.220, -0.005, -0.122, 0.174, 0.179, 0.506, -0.659, -0.201, -0.411, 0.138, 0.059, 0.131, 0.253, -1.364, -0.222, -0.079, 0.228, 0.338, 0.394, 0.300, 0.290, -0.088, -0.634, -0.562, -0.445, 0.315, 0.328, 0.020, 0.435, 0.182, 0.216, -0.291, -0.553, -0.527, 0.314, 0.250, -0.093, 0.287, 0.280, 0.318, 0.061, 1.186, 0.334, 0.218, -0.193, 0.213, 0.056, -1.002, -0.098, -1.222, -0.198, -0.477, 0.397, 0.259, 0.301, 0.275, 0.425, 0.217, -0.831, 0.046, -0.601, 0.239, 0.176, 0.380, -0.075, 0.260, 0.496, -0.980, -0.181, -0.334, 0.090, 0.218, 0.438, 0.151, 0.369, 0.331, -0.782, -0.456, -0.591, 0.391, 0.192, 0.064, 0.366, 0.420, 0.233, -1.626, 0.882, -0.617, 0.335, 0.371, 0.390, -0.236, 0.129, 0.316, -0.724, 0.333, -0.584, 0.413, -0.039, 0.274, -0.165, 0.220, 0.304]
}